The following is a quantum chemistry calculation of a 13-piece molecular cluster, C19H64O19 overall at a distorted geometry, from the Open Molecules 2025 dataset.

Last column: Löwdin charge in e.
Cartesian coordinates (Å):
C -12.176 -36.762 0.201  -0.20
O -12.856 -37.857 -0.280  -0.10
H -12.936 -35.998 0.366  0.08
H -11.554 -36.938 1.079  0.08
H -11.546 -36.271 -0.541  0.07
H -12.323 -38.648 -0.170  0.08
C -9.838 -31.264 1.681  -0.19
O -11.173 -31.024 1.338  -0.11
H -9.172 -30.522 1.242  0.07
H -9.720 -31.253 2.765  0.08
H -9.520 -32.251 1.345  0.07
H -11.231 -31.135 0.386  0.07
C -15.683 -34.942 -4.048  -0.15
O -14.300 -34.686 -4.391  -0.13
H -15.984 -34.829 -3.006  0.07
H -16.299 -34.333 -4.709  0.07
H -15.844 -36.003 -4.238  0.07
H -13.961 -33.961 -3.861  0.06
C -20.751 -36.077 1.355  -0.15
O -19.446 -36.082 1.944  -0.14
H -21.168 -35.128 1.690  0.07
H -20.647 -36.050 0.270  0.08
H -21.419 -36.772 1.863  0.08
H -18.999 -35.286 1.649  0.07
C -21.917 -31.174 -1.470  -0.18
O -20.875 -31.629 -2.259  -0.13
H -22.331 -30.341 -2.038  0.08
H -22.598 -32.021 -1.392  0.08
H -21.570 -30.868 -0.483  0.08
H -21.217 -31.911 -3.110  0.08
C -18.530 -41.598 -0.695  -0.19
O -18.355 -40.691 -1.734  -0.12
H -18.629 -41.163 0.300  0.08
H -19.426 -42.134 -1.010  0.08
H -17.678 -42.274 -0.635  0.07
H -17.674 -40.067 -1.469  0.08
C -17.344 -29.342 -7.791  -0.21
O -17.687 -29.908 -8.989  -0.11
H -18.089 -29.580 -7.031  0.08
H -16.416 -29.821 -7.480  0.08
H -17.222 -28.268 -7.933  0.08
H -18.460 -29.432 -9.303  0.08
C -13.606 -40.486 -7.332  -0.24
C -13.041 -41.533 -6.423  -0.29
O -11.710 -41.861 -6.635  -0.06
O -13.521 -40.830 -8.712  -0.06
H -13.030 -39.570 -7.201  0.12
H -14.638 -40.306 -7.033  0.12
H -13.532 -42.502 -6.512  0.12
H -13.088 -41.214 -5.381  0.12
H -11.510 -42.505 -5.952  0.09
H -12.614 -41.031 -8.954  0.08
C -8.051 -35.701 -5.387  -0.24
C -7.997 -37.002 -4.596  -0.22
O -7.352 -36.826 -3.291  -0.08
O -6.767 -35.098 -5.454  -0.07
H -8.631 -34.992 -4.797  0.11
H -8.581 -35.844 -6.329  0.12
H -7.555 -37.821 -5.163  0.11
H -9.020 -37.336 -4.421  0.11
H -7.237 -37.644 -2.802  0.08
H -6.388 -35.172 -4.575  0.07
C -20.311 -43.701 -6.889  -0.25
C -21.099 -42.444 -6.459  -0.21
O -20.332 -41.213 -6.625  -0.09
O -20.279 -43.874 -8.304  -0.05
H -20.774 -44.540 -6.371  0.11
H -19.342 -43.594 -6.401  0.11
H -21.347 -42.523 -5.401  0.11
H -22.040 -42.282 -6.985  0.12
H -19.817 -40.999 -5.843  0.07
H -19.617 -43.238 -8.586  0.08
C -23.732 -31.804 -8.583  -0.24
C -23.504 -32.761 -7.483  -0.25
O -22.116 -33.097 -7.317  -0.07
O -23.269 -30.435 -8.323  -0.07
H -24.795 -31.679 -8.788  0.12
H -23.268 -32.167 -9.500  0.12
H -24.001 -33.710 -7.684  0.12
H -23.858 -32.341 -6.542  0.12
H -21.796 -33.746 -7.948  0.08
H -23.743 -30.206 -7.520  0.07
C -10.901 -28.837 -4.367  -0.19
C -9.487 -29.152 -4.944  -0.23
O -9.426 -29.786 -6.220  -0.07
O -11.696 -29.953 -3.814  -0.10
H -11.599 -28.460 -5.114  0.11
H -10.769 -28.052 -3.622  0.10
H -8.837 -29.776 -4.331  0.12
H -8.932 -28.223 -5.068  0.11
H -9.068 -30.667 -6.086  0.08
H -12.577 -29.641 -3.596  0.07
C -17.287 -27.451 -0.074  -0.27
C -16.202 -26.442 0.412  -0.24
O -15.276 -27.133 1.206  -0.07
O -16.700 -28.376 -0.911  -0.06
H -18.150 -27.045 -0.601  0.11
H -17.644 -27.935 0.836  0.11
H -16.640 -25.635 0.999  0.12
H -15.643 -25.971 -0.397  0.11
H -14.929 -27.881 0.715  0.08
H -17.372 -28.995 -1.208  0.09

Forces on atoms 1 to 3 (eV/Å):
C 0.3 1.8 -0.1
O -0.4 -1.4 -0.4
H 0.0 0.0 0.7

Computed properties:
- charge = 0
- Kohn-Sham gap (hartree) = 0.36523
- maximum force (Eh/bohr) = 0.04473



The following is a quantum chemistry calculation of a 7-piece molecular cluster, C34H80BFN2O16P3S overall at a distorted geometry, from the Open Molecules 2025 dataset.

Last column: Löwdin charge in e.
Cartesian coordinates (Å):
C 2.194 1.921 -5.008  -0.05
B 0.970 1.229 -4.296  -0.51
O 0.229 0.379 -5.112  0.07
P 0.359 1.438 -2.410  0.68
C 2.052 1.511 -1.546  -0.26
C 3.373 0.971 -2.122  -0.22
C 3.639 -0.440 -2.655  -0.20
C 3.671 -1.551 -1.585  -0.20
C 3.364 -2.963 -2.087  -0.20
C 3.681 -4.039 -1.021  -0.24
C 2.449 -4.751 -0.439  -0.41
S 2.593 -5.011 1.374  1.00
C 1.324 -4.014 1.989  -0.69
N 1.476 -2.934 2.709  0.07
N 0.188 -2.510 3.013  0.07
C -0.612 -3.354 2.448  -0.20
O 0.014 -4.343 1.794  0.04
C 0.122 -0.481 -2.202  -0.15
C 0.013 -1.174 -0.847  -0.38
C -1.408 -1.544 -0.407  -0.03
F 0.621 -0.508 0.231  -0.06
P 0.378 3.833 -2.599  0.53
O -0.761 4.460 -3.310  -0.34
O 0.524 4.531 -1.109  -0.23
O 1.791 4.395 -3.287  -0.22
O -1.261 1.562 -3.082  -0.31
C -2.338 1.663 -2.201  -0.37
C -3.367 2.667 -2.724  -0.16
C -4.815 2.202 -2.529  -0.21
C -5.776 3.380 -2.412  -0.16
C -7.269 3.012 -2.414  -0.13
O -7.503 1.575 -2.413  -0.03
C -8.124 1.091 -1.338  -0.60
C -7.268 0.234 -0.467  0.02
O -9.242 1.324 -1.103  0.14
C -1.738 1.867 -0.783  -0.49
P -2.263 3.386 0.136  0.93
C -1.466 2.874 1.718  -0.26
O -3.823 2.896 0.425  -0.35
O -0.366 1.765 -0.847  -0.32
H 1.846 2.444 -5.908  0.07
H 2.793 2.621 -4.444  0.02
H 2.857 1.130 -5.374  0.06
H 0.038 0.826 -5.943  0.09
H 2.255 2.579 -1.415  0.04
H 1.913 1.177 -0.523  0.05
H 4.108 1.085 -1.313  0.10
H 3.730 1.666 -2.884  0.07
H 3.048 -0.721 -3.530  0.10
H 4.665 -0.387 -3.039  0.09
H 4.703 -1.610 -1.222  0.11
H 3.059 -1.283 -0.721  0.11
H 2.343 -3.045 -2.459  0.10
H 4.012 -3.142 -2.950  0.11
H 4.335 -4.798 -1.451  0.10
H 4.241 -3.576 -0.208  0.09
H 1.535 -4.199 -0.619  0.07
H 2.341 -5.755 -0.843  0.07
H -1.688 -3.300 2.467  0.14
H -0.814 -0.694 -2.723  0.08
H 0.873 -0.997 -2.799  0.06
H 0.562 -2.109 -0.920  0.10
H -1.708 -0.914 0.431  0.07
H -1.439 -2.574 -0.045  0.05
H -2.125 -1.465 -1.220  0.07
H 1.429 4.507 -0.784  0.04
H 2.381 4.802 -2.648  0.04
H -2.840 0.677 -2.213  0.13
H -3.168 2.728 -3.794  0.12
H -3.209 3.673 -2.336  0.08
H -5.102 1.607 -3.401  0.12
H -4.919 1.539 -1.670  0.09
H -5.593 4.067 -3.238  0.12
H -5.561 3.879 -1.467  0.10
H -7.778 3.406 -3.291  0.12
H -7.771 3.432 -1.542  0.10
H -7.894 -0.511 0.018  0.08
H -6.480 -0.253 -1.033  0.08
H -6.823 0.877 0.295  0.10
H -2.137 1.039 -0.157  0.09
H -0.814 3.696 2.010  0.02
H -0.874 1.968 1.591  0.03
H -2.240 2.726 2.469  0.03
H -3.908 1.936 0.510  0.04
C 7.128 0.148 -5.109  -0.09
C 6.070 0.924 -5.873  -0.32
O 5.409 1.882 -5.061  -0.08
H 6.678 -0.351 -4.250  0.06
H 7.602 -0.603 -5.743  0.07
H 7.905 0.820 -4.735  0.07
H 5.289 0.253 -6.230  0.11
H 6.517 1.415 -6.746  0.11
H 6.064 2.506 -4.734  0.09
C 0.136 0.286 6.432  -0.10
C -1.277 0.243 5.881  -0.33
O -1.316 0.531 4.494  -0.09
H 0.582 1.264 6.250  0.07
H 0.150 0.085 7.506  0.07
H 0.756 -0.462 5.932  0.06
H -1.901 0.995 6.364  0.11
H -1.723 -0.741 6.076  0.10
H -0.773 -0.133 4.050  0.05
C 1.342 -8.738 3.451  -0.09
C 2.315 -9.070 2.334  -0.33
O 1.970 -8.433 1.113  -0.11
H 0.329 -9.027 3.168  0.07
H 1.610 -9.255 4.374  0.07
H 1.340 -7.664 3.649  0.07
H 2.308 -10.140 2.127  0.11
H 3.334 -8.791 2.626  0.11
H 1.986 -7.480 1.275  -0.01
C -10.333 4.025 0.889  -0.09
C -9.107 4.073 1.780  -0.32
O -7.925 4.416 1.060  -0.08
H -10.180 3.311 0.080  0.05
H -11.218 3.727 1.453  0.07
H -10.526 5.003 0.440  0.07
H -8.911 3.092 2.210  0.11
H -9.256 4.780 2.605  0.10
H -8.052 5.287 0.672  0.08
C 2.979 1.193 3.480  -0.08
C 3.883 1.170 2.265  -0.31
O 3.424 2.026 1.225  -0.08
H 1.962 0.922 3.194  0.08
H 3.332 0.487 4.230  0.04
H 2.942 2.191 3.926  0.07
H 3.895 0.172 1.829  0.11
H 4.911 1.430 2.545  0.11
H 3.397 2.932 1.547  0.08
C 5.309 -2.287 6.797  -0.09
C 4.991 -1.145 5.849  -0.33
O 4.739 -1.595 4.523  -0.09
H 6.172 -2.849 6.437  0.07
H 5.525 -1.917 7.800  0.07
H 4.465 -2.978 6.862  0.07
H 5.838 -0.463 5.773  0.11
H 4.134 -0.577 6.222  0.10
H 3.980 -2.189 4.541  0.07

Forces on atoms 1 to 3 (eV/Å):
C 0.0 0.1 -0.3
B -0.1 0.1 0.0
O -0.4 0.3 0.3

Computed properties:
- charge = -1
- Kohn-Sham gap (hartree) = 0.22741
- maximum force (Eh/bohr) = 0.07497



The following is a quantum chemistry calculation of C8H3NO5PmS as an isolated structure at a distorted geometry, from the Open Molecules 2025 dataset.

Last column: Löwdin charge in e.
Cartesian coordinates (Å):
O -3.925 -1.418 -0.257  0.17
C -2.896 -0.780 -0.455  0.12
Pm -0.665 0.452 -0.756  1.22
O -1.953 2.552 -3.034  0.30
C -1.470 1.826 -2.232  -0.03
C 1.154 1.731 -1.236  -0.06
O 2.072 2.303 -1.413  0.34
C -0.008 -0.566 -2.372  -0.10
O 0.375 -1.269 -3.238  0.33
C -1.023 1.970 0.534  -0.09
O -1.235 2.766 1.381  0.33
S 1.767 -2.693 1.808  1.22
C 1.658 -1.168 2.699  -0.24
C 1.024 -0.237 1.962  -0.18
N 0.601 -0.698 0.680  -0.26
C 0.928 -1.979 0.454  -0.38
H 2.058 -1.042 3.680  0.11
H 0.822 0.773 2.246  0.11
H 0.718 -2.522 -0.451  0.09

Forces on atoms 1 to 3 (eV/Å):
O 9.2 5.7 -1.8
C -10.5 -6.4 1.9
Pm -3.6 -10.1 7.7

Computed properties:
- charge = +3
- Kohn-Sham gap (spin up / spin down) (hartree) = 0.19085 / 0.19871
- expectation value of S² = 6.009
- spin multiplicity = 5
- maximum force (Eh/bohr) = 0.36373



The following is a quantum chemistry calculation of one molecule with the formula C22H28N4O3 at a distorted geometry, from the Open Molecules 2025 dataset.

Last column: Löwdin charge in e.
Cartesian coordinates (Å):
C 0.883 1.267 4.015  -0.07
O 1.311 2.009 2.891  -0.15
C 0.361 2.940 2.433  -0.39
C 1.070 3.829 1.386  -0.08
N 2.026 3.088 0.601  0.08
C 2.005 3.030 -0.747  -0.49
O 1.179 3.618 -1.417  0.05
C 3.129 2.203 -1.352  -0.08
C 2.599 1.252 -2.436  -0.13
C 1.567 0.296 -1.897  -0.11
C 0.191 0.412 -2.265  -0.26
C -0.288 1.451 -3.224  -0.02
N -0.732 -0.383 -1.788  0.18
C -0.386 -1.332 -0.926  -0.21
C -1.116 -2.296 -0.220  -0.07
C -2.554 -2.501 -0.297  -0.17
C -3.282 -3.030 0.768  -0.04
C -4.647 -3.220 0.660  -0.09
C -5.311 -2.884 -0.507  -0.10
C -4.600 -2.340 -1.564  -0.08
C -3.236 -2.149 -1.462  -0.03
C -0.141 -2.991 0.523  -0.27
C -0.305 -4.164 1.422  -0.03
N 1.082 -2.505 0.313  0.13
N 0.939 -1.502 -0.545  -0.02
C 1.924 -0.707 -1.025  -0.16
C 3.298 -1.032 -0.542  0.00
O -0.815 2.338 1.988  -0.11
C -0.684 1.501 0.852  -0.06
H -0.050 0.737 3.805  0.09
H 0.733 1.926 4.877  0.09
H 1.675 0.552 4.227  0.09
H 0.020 3.575 3.269  0.16
H 0.332 4.260 0.707  0.13
H 1.587 4.636 1.916  0.13
H 2.668 2.525 1.135  0.14
H 3.832 2.900 -1.815  0.13
H 3.653 1.652 -0.573  0.10
H 2.161 1.853 -3.229  0.11
H 3.439 0.695 -2.858  0.12
H -0.030 2.446 -2.863  0.06
H 0.161 1.310 -4.206  0.09
H -1.367 1.369 -3.313  0.08
H -2.786 -3.271 1.695  0.10
H -5.197 -3.631 1.495  0.10
H -6.378 -3.037 -0.589  0.10
H -5.113 -2.065 -2.474  0.10
H -2.681 -1.719 -2.281  0.10
H -1.056 -4.844 1.027  0.08
H -0.612 -3.845 2.419  0.08
H 0.648 -4.679 1.511  0.08
H 4.060 -0.700 -1.240  0.08
H 3.366 -2.109 -0.401  0.08
H 3.475 -0.570 0.429  0.09
H -1.619 0.952 0.769  0.10
H 0.143 0.798 0.981  0.09
H -0.530 2.085 -0.058  0.08

Forces on atoms 1 to 3 (eV/Å):
C -0.1 -0.1 0.1
O 0.0 0.2 -0.2
C 0.0 0.4 0.0

Computed properties:
- charge = 0
- Kohn-Sham gap (hartree) = 0.29880
- maximum force (Eh/bohr) = 0.02163



The following is a quantum chemistry calculation of an isolated ion of composition C8H14N and charge +1 at a distorted geometry, from the Open Molecules 2025 dataset.

Last column: Löwdin charge in e.
Cartesian coordinates (Å):
C -2.491 1.920 -0.554  0.19
C -1.695 1.027 -0.379  -0.10
C -0.749 0.039 0.116  -0.37
C -0.722 -0.098 1.551  -0.07
C -1.307 -1.493 -0.693  0.01
C -2.140 -2.334 -0.118  0.04
N 0.585 0.504 -0.597  0.10
C 1.790 0.692 0.305  -0.19
C 3.111 0.485 -0.522  -0.06
H -3.248 2.465 -1.071  0.06
H -0.317 -1.106 1.992  0.15
H -0.199 0.701 2.015  0.08
H -1.644 -0.190 2.032  0.09
H -0.852 -1.540 -1.629  0.07
H -2.693 -2.999 -0.676  0.05
H -2.702 -2.352 0.755  0.06
H 0.364 1.365 -1.012  0.13
H 1.059 -0.181 -1.303  0.19
H 1.781 1.735 0.753  0.15
H 1.800 -0.021 1.228  0.15
H 2.866 -0.304 -1.320  0.10
H 3.501 1.505 -0.951  0.13
H 3.903 0.181 0.076  0.05

Forces on atoms 1 to 3 (eV/Å):
C 0.4 -1.0 -0.9
C -0.7 0.7 0.9
C -1.6 -2.9 -4.3

Computed properties:
- charge = +1
- Kohn-Sham gap (hartree) = 0.39993
- maximum force (Eh/bohr) = 0.10640



Question: Look up the maximum force of the third one.
Answer: 0.36373 Eh/bohr



Question: Which formula does entry 5 have?
Answer: C8H14N



Question: The highest maximum force belongs to which entry?
Answer: C8H3NO5PmS